Below is the molecule C4H9NO2, with properties calculated with ωB97M-V/def2-TZVPD.

Computed properties:
energy: -362.98989 a.u.
SMILES: CN[C@@H](C=O)CO
net charge: 0
energy relative to the best compared isomer or geometry (same formula, charge and spin): 60.0 kcal/mol
multiplicity: 1
frontier orbital gap: 9.954 eV
maximum force: 2.26 eV/A

Geometry (Å):
C (-0.403, -0.702, 2.039)
N (0.539, -0.204, 1.026)
C (0.152, -0.192, -0.361)
C (-1.256, 0.477, -0.465)
O (-1.315, 1.679, -0.477)
C (1.128, 0.529, -1.288)
O (0.782, 0.281, -2.638)
H (-0.799, -1.703, 1.874)
H (0.138, -0.833, 2.974)
H (-1.216, 0.005, 2.178)
H (1.401, -0.692, 1.218)
H (-0.053, -1.204, -0.757)
H (-2.175, -0.122, -0.572)
H (2.113, 0.312, -0.869)
H (0.967, 1.589, -1.090)
H (-0.002, 0.779, -2.792)

Below is a cluster of 3 separate species, C20H29FO5S3 in total, with properties calculated with ωB97M-V/def2-TZVPD.

Computed properties:
energy: -2449.76110 a.u.
net charge: 0
energy relative to the best compared isomer or geometry (same formula, charge and spin): 109.0 kcal/mol
multiplicity: 1
frontier orbital gap: 7.752 eV
maximum force: 4.74 eV/A

Geometry (Å):
C (-0.841, 1.297, -0.779)
C (0.750, 1.094, -1.079)
O (1.293, 2.167, -1.876)
C (2.436, 1.712, -2.676)
C (3.430, 0.956, -1.676)
C (3.974, 1.740, -0.609)
F (3.662, 3.109, -0.446)
C (4.936, 0.981, 0.445)
O (5.958, 1.516, 0.925)
C (4.477, -0.534, 0.763)
C (4.597, -1.113, 2.194)
C (5.161, -0.328, 3.474)
C (3.893, 0.124, 4.366)
C (3.804, 1.696, 4.674)
S (3.949, 2.796, 3.177)
C (4.077, -2.589, 2.381)
C (3.512, -3.446, 1.214)
C (3.388, -2.853, -0.233)
C (3.873, -1.396, -0.412)
C (3.771, -0.617, -1.823)
O (3.974, -1.174, -2.934)
H (-1.283, 1.990, -1.573)
H (-1.038, 1.773, 0.241)
H (-1.411, 0.288, -0.873)
H (1.233, 1.016, -0.028)
H (0.842, 0.053, -1.541)
H (2.902, 2.675, -3.101)
H (2.008, 1.047, -3.507)
H (5.865, 0.530, 3.217)
H (5.769, -1.111, 4.071)
H (3.894, -0.408, 5.391)
H (2.931, -0.220, 3.824)
H (4.598, 2.067, 5.428)
H (2.754, 1.888, 5.110)
H (3.033, 2.366, 2.226)
H (4.105, -3.072, 3.413)
H (3.147, -4.510, 1.372)
H (2.976, -3.415, -1.130)
C (-4.559, -3.096, -1.683)
S (-4.603, -1.482, -0.877)
O (-3.361, -0.749, -1.272)
C (-4.353, -2.106, 0.799)
H (-4.660, -2.947, -2.759)
H (-3.609, -3.592, -1.473)
H (-5.389, -3.706, -1.323)
H (-3.416, -2.664, 0.853)
H (-5.190, -2.749, 1.077)
H (-4.308, -1.257, 1.482)
C (-7.470, 1.843, -3.972)
S (-7.129, 0.591, -2.716)
O (-8.408, -0.136, -2.448)
C (-6.873, 1.755, -1.360)
H (-7.699, 1.337, -4.910)
H (-8.325, 2.451, -3.670)
H (-6.589, 2.473, -4.106)
H (-7.765, 2.368, -1.222)
H (-6.012, 2.387, -1.581)
H (-6.679, 1.187, -0.449)

Below is the molecule H4N2Si, with properties calculated with ωB97M-V/def2-TZVPD.

Computed properties:
energy: -401.31935 a.u.
SMILES: N1N[SiH2]1
net charge: 0
energy relative to the best compared isomer or geometry (same formula, charge and spin): 38.4 kcal/mol
multiplicity: 1
frontier orbital gap: 9.678 eV
maximum force: 4.76 eV/A

Geometry (Å):
N (-0.639, 0.417, -0.792)
N (0.670, -0.315, -0.726)
Si (-0.045, -0.025, 0.804)
H (-0.465, 1.311, -1.340)
H (0.648, -1.138, -1.162)
H (0.492, 0.873, 1.676)
H (-0.660, -1.124, 1.541)